No. 1
Entry from the Open Molecules 2025 dataset: a structure of composition C14H18F4N4O2Tl (the ωB97M-V functional and the def2-TZVPD basis).

- Total charge: -1
- HOMO energy (alpha / beta): -3.40 / -3.40 eV
- Frontier orbital gap (alpha / beta): 0.22265 / 0.22268 hartree
- E_tot: -40424.5680 eV
- Relative energy (zero: lowest compared OMol25 entry of this formula, charge and spin): 0.418 eV

Structure (XYZ):
```
43
C14H18F4N4O2Tl | the Open Molecules 2025 dataset | the ωB97M-V functional and the def2-TZVPD basis
Tl 6.6868 8.8365 10.4601
C 7.0910 12.2352 10.3482
N 6.4890 11.2644 11.3047
C 5.0630 11.5388 11.4294
C 7.1830 11.0319 12.5490
C 6.5713 9.9094 13.4584
N 5.9766 8.8502 12.6860
C 5.5656 7.7517 13.3237
C 5.1592 6.5643 12.6505
F 5.0430 6.5663 11.2865
C 5.0040 5.2991 13.2724
F 4.9010 4.1979 12.5151
C 4.8688 5.2720 14.6436
C 4.8596 6.4595 15.3464
F 4.3735 6.4516 16.6093
C 5.2448 7.6435 14.7880
F 5.1190 8.8485 15.4484
H 7.0026 13.2602 10.7615
H 6.4851 12.2185 9.4622
H 8.1009 11.9145 10.1027
H 4.8285 12.5464 11.7983
H 4.6675 10.7359 12.1144
H 4.5273 11.4556 10.5028
H 7.1460 11.9613 13.1327
H 8.2179 10.7609 12.3273
H 5.9235 10.4825 14.1320
H 7.4600 9.5085 14.0799
H 4.6588 4.3074 15.1589
C 8.8102 8.0815 5.6072
C 8.4947 8.9486 6.8145
N 7.2563 9.1006 7.2288
O 6.4758 8.1590 6.4936
C 9.5999 9.6270 7.5461
C 11.0719 9.3985 7.1044
N 9.2719 10.4493 8.5626
O 10.0768 10.8002 9.4898
H 9.9286 8.0278 5.4758
H 8.3114 8.5173 4.7017
H 8.3633 7.0810 5.6894
H 5.6125 8.1519 6.9177
H 11.3508 8.3232 7.1563
H 11.6890 9.9505 7.8265
H 11.2448 9.6794 6.0470
```

---

No. 2
Entry from the Open Molecules 2025 dataset: a structure of composition C51H50N2O4SbScSi (the ωB97M-V functional and the def2-TZVPD basis).

- HOMO energy: -8.00 eV
- Frontier orbital gap: 0.25708 hartree
- E_tot: -99986.0740 eV
- Relative energy (zero: lowest compared OMol25 entry of this formula, charge and spin): 2.509 eV

Structure (XYZ):
```
110
C51H50N2O4SbScSi | the Open Molecules 2025 dataset | the ωB97M-V functional and the def2-TZVPD basis
Sc -1.5374 -1.7744 0.8253
O 2.0446 -2.6021 4.8526
C 2.7148 -1.8110 3.9549
C 4.1075 -1.6877 4.2167
C 4.8385 -0.7707 3.5021
C 4.2525 -0.0816 2.4399
C 2.8992 -0.2254 2.1416
C 2.1264 -1.1946 2.8667
C 0.7729 -1.5090 2.4553
O 0.2889 -0.9634 1.3941
N 0.1073 -2.4234 3.1749
N -1.2126 -2.5138 2.7279
C -2.1270 -3.0567 3.5367
C -3.4326 -2.5646 3.5557
C -4.1645 -2.7092 4.8001
C -5.3184 -2.0751 5.0198
C -5.8663 -1.1322 4.0670
C -5.2683 -1.0363 2.8370
C -4.0399 -1.6505 2.6212
O -3.3800 -1.3308 1.4676
H 1.0651 -2.7451 4.6052
H 4.4855 -2.1305 5.1299
H 5.8541 -0.5734 3.8013
H 4.8308 0.5811 1.8205
H 2.4315 0.4953 1.4764
H -1.8497 -3.9592 4.1096
H -3.8211 -3.3031 5.5763
H -5.9226 -2.2983 5.9125
H -6.7870 -0.5690 4.3617
H -5.6819 -0.5127 1.9150
C -3.1562 5.4739 -1.2783
C -2.1920 6.5259 -1.7489
C -2.6769 7.6649 -2.4441
C -1.8255 8.6590 -2.8812
C -0.4112 8.3723 -2.8497
C 0.0856 7.3084 -2.1418
C -0.8103 6.3477 -1.6071
Sb -0.0403 4.5886 -0.6525
C 2.1577 4.4155 -1.3180
C 2.9496 3.6370 -0.4946
C 4.1453 3.0740 -0.9517
C 4.6265 3.4538 -2.2010
C 3.8568 4.2191 -3.0658
C 2.5118 4.5686 -2.6796
C 1.6241 5.0330 -3.8067
C 0.4923 4.8747 1.4112
C 0.0399 3.8025 2.1807
C 0.2719 3.7676 3.5593
C 1.1547 4.6970 4.1430
C 1.6941 5.7315 3.3964
C 1.3869 5.8328 2.0089
C 1.9573 6.9630 1.1973
H -4.1943 5.8135 -1.3128
H -2.9148 5.1648 -0.2285
H -3.1134 4.5818 -1.9146
H -3.7689 7.7198 -2.6647
H -2.1699 9.6160 -3.2058
H 0.2768 9.0366 -3.2470
H 1.1442 7.1705 -2.0526
H 2.7692 3.5684 0.5825
H 4.6864 2.3574 -0.3654
H 5.6591 3.1844 -2.5288
H 4.1245 4.5111 -4.0576
H 1.9566 4.5633 -4.7718
H 1.6209 6.1464 -3.9376
H 0.5626 4.7738 -3.6524
H -0.4771 2.9244 1.7594
H -0.1884 3.0207 4.1384
H 1.4815 4.5629 5.2158
H 2.3927 6.4784 3.7324
H 2.8176 7.3422 1.6888
H 1.2863 7.8132 1.2036
H 2.1242 6.6860 0.1158
C -1.2457 -7.4512 -1.7776
C -1.2697 -6.4356 -0.6151
C -2.6158 -6.4492 0.1632
C 0.0086 -6.6185 0.3022
Si -1.0038 -4.5063 -1.1988
O -1.5852 -3.3285 -0.2389
C 0.8803 -4.3041 -1.3561
C 1.5290 -4.8219 -2.5244
C 2.9151 -4.6172 -2.6877
C 3.5890 -3.7968 -1.7795
C 2.9879 -3.3916 -0.6243
C 1.6488 -3.7083 -0.3364
C -1.6527 -4.3227 -2.9136
C -0.9623 -3.5697 -3.8622
C -1.3212 -3.5138 -5.1802
C -2.5369 -4.1498 -5.6031
C -3.2974 -4.7336 -4.6091
C -2.8747 -4.8173 -3.2866
H -1.3632 -8.4904 -1.4026
H -0.3403 -7.3376 -2.3213
H -2.0610 -7.2485 -2.5169
H -2.7725 -7.3260 0.7432
H -3.3975 -6.4156 -0.6785
H -2.7289 -5.5612 0.8242
H -0.0748 -7.6143 0.8367
H 0.1105 -5.8409 1.0692
H 0.9091 -6.7518 -0.2868
H 1.0033 -5.3024 -3.3195
H 3.4801 -5.0601 -3.5119
H 4.6004 -3.4434 -1.9830
H 3.5738 -2.8240 0.0730
H 1.1725 -3.4018 0.6016
H -0.1400 -2.9465 -3.5411
H -0.7210 -2.9962 -5.8343
H -2.9607 -4.2285 -6.6254
H -4.2571 -5.2000 -4.7876
H -3.5546 -5.3934 -2.6488
```

---

No. 3
Entry from the Open Molecules 2025 dataset: a cluster of 2 separate species, C6H14NO in total (the ωB97M-V functional and the def2-TZVPD basis).

- Total charge: +1
- HOMO energy: -13.86 eV
- Frontier orbital gap: 0.34202 hartree
- E_tot: -9979.4323 eV
- Relative energy (zero: lowest compared OMol25 entry of this formula, charge and spin): 0.813 eV

Structure (XYZ):
```
22
C6H14NO | the Open Molecules 2025 dataset | the ωB97M-V functional and the def2-TZVPD basis
C -2.7411 -0.4723 0.8583
C -1.6390 -0.8857 1.8113
C -0.4677 -1.5715 1.0955
C 0.3306 -0.7248 0.1778
C 0.3730 0.6130 0.1701
N 1.2244 1.2694 -0.7469
C 1.3944 2.5203 -0.8437
H -3.0444 -1.3455 0.2729
H -2.4405 0.3166 0.1822
H -3.6526 -0.1383 1.3509
H -1.9804 -1.4982 2.6376
H -1.1643 -0.0237 2.2954
H -0.8322 -2.4211 0.5151
H 0.1645 -2.0555 1.8469
H 1.0169 -1.2233 -0.5033
H -0.1057 1.2264 0.9193
H 1.8033 0.6597 -1.3592
H 0.8773 3.2068 -0.1906
H 2.1409 2.8823 -1.5333
H 2.6360 0.2753 -3.6151
H 3.3139 -0.7114 -2.6720
O 2.7927 0.1017 -2.6692
```

---

No. 4
Entry from the Open Molecules 2025 dataset: a structure of composition CH2Br2CrF5N2O6Te (the ωB97M-V functional and the def2-TZVPD basis).

- <S²>: 0.7586
- HOMO energy (alpha / beta): -11.41 / -10.93 eV
- Frontier orbital gap (alpha / beta): 0.31706 / 0.31734 hartree
- E_tot: -205714.3968 eV
- Relative energy (zero: lowest compared OMol25 entry of this formula, charge and spin): 1.472 eV
- Spin multiplicity: 2

Structure (XYZ):
```
20
CH2Br2CrF5N2O6Te | the Open Molecules 2025 dataset | the ωB97M-V functional and the def2-TZVPD basis
Cr -0.6936 0.2233 -0.7405
Br 1.6576 -0.3393 -1.3981
C 2.3148 -1.9598 -0.4638
Br 1.2577 -3.4999 -0.8505
H 2.2913 -1.7475 0.5968
H 3.3153 -2.1240 -0.8410
O -3.7031 2.6281 -0.4154
N -2.6568 2.1115 -0.4923
O -2.4793 0.8706 -0.3352
F 0.6919 3.3072 -2.0067
Te -0.7222 3.1668 -0.7297
F -1.6486 4.0593 -2.1235
F -1.7917 4.3128 0.3762
F 0.5444 4.2820 0.1370
F -0.8976 1.5120 -2.1839
O -0.0381 1.7446 0.1958
O -1.6116 -1.4759 -1.3428
N -1.6648 -1.8878 -0.1330
O -2.3156 -2.8110 0.2352
O -0.9195 -1.1804 0.6419
```

---

No. 5
Entry from the Open Molecules 2025 dataset: a structure of composition C7H14NO3Ru (the ωB97M-V functional and the def2-TZVPD basis).

- Total charge: +3
- HOMO energy: -23.76 eV
- Frontier orbital gap: 0.27828 hartree
- E_tot: -17661.2414 eV

Structure (XYZ):
```
26
C7H14NO3Ru | the Open Molecules 2025 dataset | the ωB97M-V functional and the def2-TZVPD basis
Ru -0.0156 0.7785 -0.7485
C 2.3240 -0.7961 -1.8784
O 1.6510 -0.0812 -0.7083
C 2.0447 -0.5967 0.6746
C 1.4743 0.4030 1.6387
O 0.0833 0.7070 1.2219
C -1.0647 -0.0450 1.8314
C -2.2132 0.2015 0.8873
O -1.6664 -0.0943 -0.4889
C -2.5971 -0.7502 -1.4985
H 3.3904 -0.6621 -1.7046
H 2.0047 -0.2707 -2.7766
H 2.0041 -1.8340 -1.8394
H 3.1348 -0.6261 0.6963
H 1.6210 -1.5994 0.7296
H 1.9816 1.3669 1.6129
H 1.4641 0.0191 2.6607
H -1.2523 0.4236 2.7988
H -0.7785 -1.0909 1.9380
H -2.5466 1.2382 0.8783
H -3.0613 -0.4611 1.0640
H -3.4830 -0.1232 -1.5697
H -2.7939 -1.7417 -1.0982
H -2.0500 -0.7895 -2.4385
N 0.2259 3.7960 -0.9758
C 0.1189 2.6283 -0.9071
```

---

No. 6
Entry from the Open Molecules 2025 dataset: a structure of composition C23H25N10OPdSSbSe4Si (the ωB97M-V functional and the def2-TZVPD basis).

- <S²>: 6.0496
- Total charge: -2
- HOMO energy (alpha / beta): -2.61 / -3.06 eV
- Frontier orbital gap (alpha / beta): 0.21692 / 0.21008 hartree
- E_tot: -331323.9581 eV
- Spin multiplicity: 5

Structure (XYZ):
```
67
C23H25N10OPdSSbSe4Si | the Open Molecules 2025 dataset | the ωB97M-V functional and the def2-TZVPD basis
Pd -1.2392 -1.6427 1.7410
N 0.4682 -0.7147 4.7242
C -0.5753 0.0919 4.3403
N -0.8845 1.2130 4.9700
N -1.9600 1.6767 4.2923
N -2.2750 0.8895 3.3390
N -1.4130 -0.1563 3.3332
C 0.9085 -1.8605 4.0976
N 1.9819 -2.5162 4.5177
N 2.0800 -3.5494 3.6556
N 1.1372 -3.5147 2.7899
N 0.3545 -2.4400 3.0323
H 1.0200 -0.3972 5.5015
C 3.6430 0.7178 -1.4993
C 2.6617 -0.3365 -1.0022
C 3.3322 -1.1104 0.1435
C 2.3491 -1.3228 -2.1271
Si 1.0555 0.3804 -0.2732
O 0.2420 -0.8442 0.3941
C 0.0053 1.2596 -1.5796
C 0.3773 1.6042 -2.8753
C -0.5193 2.2006 -3.7512
C -1.8130 2.4764 -3.3403
C -2.2005 2.1769 -2.0446
C -1.2949 1.5826 -1.1802
C 1.5569 1.7032 0.9537
C 1.9266 1.3155 2.2346
C 2.4098 2.2316 3.1527
C 2.5445 3.5619 2.7948
C 2.1860 3.9704 1.5211
C 1.6988 3.0460 0.6125
H 4.6010 0.2399 -1.7297
H 3.8259 1.4833 -0.7424
H 3.3067 1.2225 -2.4061
H 4.2091 -1.6438 -0.2410
H 2.6579 -1.8385 0.5955
H 3.6725 -0.4372 0.9321
H 3.2710 -1.8006 -2.4777
H 1.8851 -0.8382 -2.9854
H 1.6877 -2.1170 -1.7800
H 1.3787 1.3859 -3.2319
H -0.2075 2.4478 -4.7592
H -2.5202 2.9214 -4.0266
H -3.2092 2.3884 -1.7042
H -1.6193 1.3500 -0.1697
H 1.8281 0.2807 2.5152
H 2.6648 1.9053 4.1524
H 2.9209 4.2818 3.5118
H 2.2728 5.0135 1.2416
H 1.3994 3.3817 -0.3739
Se -5.7128 0.0314 -2.4824
Sb -5.8055 -0.0920 -0.0638
Se -3.3340 -0.9411 0.9153
Se -7.4470 -1.3150 1.1377
Se -5.7870 2.3393 -0.2680
S -1.5348 -3.7764 0.4104
C -1.8597 -3.1644 -1.1410
N -1.2786 -2.0063 -1.5658
C -1.5373 -1.4419 -2.7628
C -2.3969 -2.0260 -3.6469
C -3.0190 -3.2249 -3.2591
C -2.7468 -3.7925 -2.0430
H -0.6930 -1.4815 -0.8538
H -1.0376 -0.5047 -2.9607
H -2.6137 -1.5378 -4.5820
H -3.7445 -3.6920 -3.9108
H -3.2412 -4.6937 -1.7126
```

---

Number 1: M 554.7 g mol⁻¹. Number 2: M 949.8 g mol⁻¹. Number 3: M 116.2 g mol⁻¹. Number 4: M 572.4 g mol⁻¹. Number 5: M 261.3 g mol⁻¹. Number 6: M 1061.7 g mol⁻¹.